ORCA calculation (ωB97M-V with the def2-TZVPD basis set) on a molecular structure, H4IO2 in a non-equilibrium geometry.

The geometry in XYZ format:
```
7
H4IO2 ωB97M-V with the def2-TZVPD basis set
I -0.025 0.325 -1.541
O 2.057 -0.479 0.300
H 2.073 -1.429 0.412
H 1.389 -0.327 -0.368
O -1.927 0.389 0.686
H -1.317 0.242 -0.037
H -2.251 1.279 0.548
```

The calculation puts the HOMO energy at -4.1 eV. The orbital gap comes out at 7.9 eV. As for the charge: -1. For the LUMO energy, the calculation gives 0.14036 hartree. The value obtained for the calculated total energy is -12262.462 eV. The value obtained for the energy above the lowest of the compared OMol25 structures with the same formula, charge and spin is 27.9 kcal per mole.

Atom charges from the Löwdin analysis, given in e for atoms 1 to 6: number 1, I, carries 0.200; number 2, O, carries -0.230; number 3, H, carries -0.004; number 4, H, carries -0.377; number 5, O, carries -0.227; number 6, H, carries -0.352